[1]
Here is an isolated molecule of C17H30FN3O6S from the OMol25 dataset. Energies are from ωB97M-V/def2-TZVPD.

Structure (XYZ):
```
58
Properties=species:S:1:pos:R:3:forces:R:3:mulliken_charge:R:1
C -2.6149 -3.3290 2.8439 0.01 0.01 0.00 -1.813
C -2.3347 -2.6187 1.5233 0.03 -0.02 0.00 0.775
C -3.1533 -1.3198 1.4616 -0.07 0.07 -0.01 -0.915
C -3.0822 -0.6996 0.0844 0.10 -0.09 -0.02 0.476
O -3.5747 -1.2255 -0.9001 0.00 0.01 0.00 -0.704
N -2.3921 0.4569 -0.0241 -0.10 0.14 0.05 0.115
C -1.6273 1.3035 0.8852 0.07 -0.10 -0.02 -1.041
C -1.2013 2.1414 -0.3466 -0.06 0.08 -0.04 2.186
F -1.6956 3.4271 -0.2842 0.10 -0.01 -0.03 -0.472
C 0.2993 2.1137 -0.5848 -0.24 0.09 0.26 -0.586
O 0.8675 1.0430 -0.4495 -0.02 0.02 0.04 -0.698
N 0.9882 3.2834 -0.7591 0.50 -0.30 -0.56 0.302
C 2.4323 3.1630 -0.5438 0.03 -0.02 -0.01 -1.303
C 3.1479 2.4774 -1.7060 0.04 -0.02 0.00 -0.272
S 4.9065 2.4847 -1.4947 0.00 0.03 0.00 1.252
O 5.5045 1.7322 -2.5534 -0.02 0.03 0.03 -0.633
O 5.3162 3.8156 -1.1905 -0.01 -0.06 -0.01 -0.609
O 5.0766 1.6451 -0.1472 -0.01 0.03 -0.04 -0.495
C 0.6489 4.4237 -1.6212 -0.39 0.33 0.62 -0.175
C -0.6165 4.3840 -2.4656 0.15 -0.09 -0.26 0.157
N -0.7832 3.2625 -3.2228 -0.05 -0.03 0.10 -0.286
O -1.3547 5.3375 -2.5213 -0.02 -0.04 -0.02 -0.627
C -2.0523 1.1995 -1.2252 -0.03 -0.06 -0.01 -1.089
C -0.8572 -2.2813 1.2784 -0.03 0.00 0.00 -1.004
C 0.1740 -3.4177 1.1151 0.00 -0.01 -0.01 2.205
C 0.6540 -3.9657 2.4626 0.00 0.00 0.00 -1.783
C 1.3894 -2.8190 0.3984 0.02 0.00 -0.01 -1.922
C -0.3931 -4.5524 0.2612 -0.01 0.00 0.00 -1.930
H -2.1687 -2.7896 3.6840 0.00 0.00 0.00 0.353
H -3.6901 -3.3960 3.0213 0.00 0.01 0.00 0.460
H -2.2234 -4.3445 2.8511 0.02 -0.01 0.00 0.320
H -2.6928 -3.2474 0.7039 0.00 0.01 -0.01 0.430
H -4.2062 -1.5338 1.6548 0.02 -0.03 0.01 0.517
H -2.8075 -0.6254 2.2331 0.00 0.00 0.00 0.347
H -2.2289 1.8829 1.5872 0.00 0.01 -0.02 0.334
H -0.8042 0.7959 1.3863 -0.01 0.01 0.02 0.168
H 2.8321 4.1662 -0.3991 -0.01 0.00 -0.01 0.551
H 2.6006 2.5956 0.3687 -0.02 -0.02 -0.01 0.432
H 2.8362 1.4394 -1.8060 0.00 0.01 0.01 0.260
H 2.9898 2.9947 -2.6550 0.01 0.01 0.00 0.358
H 5.3182 0.7368 -0.3802 0.01 -0.02 0.01 0.363
H 0.5696 5.3245 -1.0142 -0.01 0.02 -0.02 0.241
H 1.4759 4.5739 -2.3215 0.01 -0.02 0.00 0.397
H -0.0785 2.5492 -3.2833 0.02 0.00 -0.03 0.215
H -1.5462 3.2461 -3.8784 0.00 0.00 -0.02 0.238
H -1.4959 0.6152 -1.9600 -0.01 0.01 0.02 0.313
H -2.8956 1.7051 -1.6956 0.01 0.01 -0.02 0.393
H -0.8116 -1.6872 0.3589 0.01 0.00 0.00 0.254
H -0.5111 -1.6167 2.0821 0.00 -0.01 0.01 0.342
H -0.1399 -4.4485 3.0288 -0.03 0.00 0.00 0.307
H 1.4423 -4.7060 2.3069 0.00 0.00 -0.01 0.468
H 1.0683 -3.1648 3.0801 0.00 0.01 0.00 0.394
H 1.1230 -2.4751 -0.6035 -0.01 0.01 0.01 0.396
H 1.7848 -1.9626 0.9507 -0.01 0.01 0.00 0.369
H 2.1879 -3.5584 0.3034 0.00 -0.01 0.01 0.498
H -0.7735 -4.1747 -0.6909 0.00 0.00 0.00 0.343
H 0.3830 -5.2900 0.0458 0.01 0.00 0.00 0.485
H -1.2100 -5.0708 0.7670 0.00 0.00 0.00 0.345
```
Forces are in eV/Å.

Summary:
net charge: 0
max |F|: 0.0158 Eh/bohr
E_HOMO: -9.648 eV
Kohn-Sham gap: 9.840 eV
SMILES string: C[C@@H](CC(=O)N1CC(F)(C(=O)N(CCS(=O)(=O)O)CC(N)=O)C1)CC(C)(C)C
relative energy (zero: lowest compared OMol25 entry of this formula, charge and spin): 62.7 kJ/mol

[2]
Here is an isolated molecule of C17H30FN3O6S from the OMol25 dataset. Energies are from ωB97M-V/def2-TZVPD.

Structure (XYZ):
```
58
Properties=species:S:1:pos:R:3:forces:R:3:mulliken_charge:R:1
C -0.5948 4.7915 0.0487 -0.01 -0.02 -0.03 -1.867
C 0.3062 3.5975 -0.2576 0.01 0.01 0.01 0.732
C 1.2068 3.3069 0.9536 -0.03 0.01 0.02 -1.189
C 2.2516 2.2785 0.5899 -0.02 0.04 -0.08 0.605
O 3.1346 2.4981 -0.2201 -0.03 -0.02 0.03 -0.675
N 2.1252 1.0573 1.1614 0.01 -0.12 0.08 0.179
C 1.2171 0.4406 2.1206 0.14 0.02 0.03 -1.072
C 1.7210 -0.9263 1.5933 -0.17 0.02 -0.25 1.187
F 2.1743 -1.8086 2.5576 0.05 0.03 0.06 -0.440
C 0.6861 -1.6001 0.6828 -0.03 0.08 0.13 0.179
O 0.7863 -1.5092 -0.5266 0.03 0.05 -0.09 -0.635
N -0.3873 -2.1878 1.2707 0.04 -0.22 0.04 0.286
C -1.4073 -2.7261 0.3703 0.01 -0.01 0.00 -0.973
C -0.9440 -3.9813 -0.3642 -0.02 0.01 -0.05 -0.420
S -2.0947 -4.4237 -1.6309 -0.06 -0.02 0.05 1.236
O -1.5832 -5.5439 -2.3580 -0.02 0.04 0.02 -0.636
O -3.4079 -4.4234 -1.0720 0.09 0.00 -0.05 -0.619
O -2.0441 -3.1504 -2.5972 -0.01 -0.02 0.03 -0.450
C -0.5235 -2.4126 2.6986 0.05 0.10 0.01 -0.905
C 0.0334 -3.7656 3.1486 -0.13 -0.11 -0.14 0.639
N 0.7523 -3.7624 4.2945 -0.05 0.00 0.03 -0.390
O -0.2401 -4.7768 2.5328 0.07 0.08 0.06 -0.614
C 2.8224 -0.1806 0.8280 0.09 0.02 0.13 -1.098
C -0.5094 2.3553 -0.6721 -0.04 0.06 0.00 0.369
C -0.5476 2.0261 -2.1759 -0.01 0.04 -0.01 2.343
C -1.0631 3.2190 -2.9839 0.02 -0.01 0.01 -2.139
C -1.4937 0.8409 -2.3719 -0.01 -0.04 0.00 -1.818
C 0.8441 1.6199 -2.6662 0.01 -0.02 0.02 -1.563
H -1.2334 4.5810 0.9110 0.00 -0.01 0.00 0.393
H -0.0104 5.6856 0.2733 0.02 -0.01 0.00 0.458
H -1.2459 5.0177 -0.7957 -0.01 0.00 0.00 0.352
H 0.9777 3.8716 -1.0745 0.01 0.00 -0.01 0.321
H 1.7362 4.2147 1.2477 -0.01 0.02 -0.01 0.570
H 0.5950 2.9851 1.8018 0.02 0.00 0.00 0.306
H 1.5119 0.6077 3.1617 -0.04 0.00 0.00 0.387
H 0.1557 0.6527 1.9876 -0.02 -0.01 -0.03 0.403
H -2.2926 -2.9494 0.9606 -0.01 -0.01 -0.01 0.512
H -1.6590 -1.9530 -0.3545 0.00 0.03 -0.02 0.221
H 0.0169 -3.8241 -0.8518 -0.01 0.00 0.00 0.335
H -0.8812 -4.8383 0.3043 0.00 0.00 0.00 0.326
H -1.3777 -3.3038 -3.2822 0.01 -0.01 -0.01 0.346
H -0.0898 -1.5889 3.2630 0.02 0.00 -0.01 0.272
H -1.5901 -2.4292 2.9277 0.01 0.01 0.04 0.560
H 1.1747 -2.9152 4.6262 0.03 0.04 0.02 0.221
H 1.1527 -4.6379 4.5893 0.00 0.00 -0.01 0.268
H 2.9050 -0.3906 -0.2352 -0.04 0.01 0.02 0.316
H 3.7889 -0.2701 1.3290 0.02 -0.03 -0.05 0.368
H -0.1239 1.4636 -0.1691 0.04 -0.05 0.00 -1.267
H -1.5409 2.4783 -0.3199 0.01 0.00 0.01 0.831
H -0.4052 4.0857 -2.8927 0.00 0.00 0.00 0.377
H -1.1201 2.9620 -4.0437 0.00 -0.01 0.00 0.491
H -2.0636 3.5135 -2.6569 0.00 0.00 0.00 0.352
H -1.1274 -0.0348 -1.8303 -0.01 0.00 0.01 0.225
H -2.5021 1.0728 -2.0195 0.00 0.01 0.00 0.386
H -1.5629 0.5701 -3.4278 0.00 0.01 -0.01 0.473
H 1.1905 0.7267 -2.1376 -0.02 0.03 -0.02 0.071
H 0.8144 1.3901 -3.7338 0.00 -0.01 0.00 0.547
H 1.5861 2.4038 -2.5126 0.01 0.02 0.00 0.330
```
Forces are in eV/Å.

Summary:
net charge: 0
max |F|: 0.0059 Eh/bohr
E_HOMO: -9.742 eV
Kohn-Sham gap: 9.963 eV
SMILES string: C[C@@H](CC(=O)N1CC(F)(C(=O)N(CCS(=O)(=O)O)CC(N)=O)C1)CC(C)(C)C
relative energy (zero: lowest compared OMol25 entry of this formula, charge and spin): 19.2 kJ/mol

[3]
Here is a cluster of 2 separate species, C17H30N4O6S in total in a non-equilibrium geometry from the OMol25 dataset. Energies are from ωB97M-V/def2-TZVPD.

Structure (XYZ):
```
58
Properties=species:S:1:pos:R:3:forces:R:3:mulliken_charge:R:1
O -1.6201 -3.6167 -1.8758 0.36 -0.25 0.43 -0.708
O 5.1967 -3.1117 0.6311 0.05 -0.24 0.13 -0.659
O -3.1522 5.7498 3.1836 0.85 0.12 -0.87 -0.583
O 3.1333 0.0622 -2.8500 -0.28 -0.26 -0.07 -0.737
O -1.3319 5.7816 1.8479 -0.12 -0.43 0.50 -0.424
O 0.7233 -0.1859 -1.4047 -0.29 0.04 -0.03 -0.529
S -3.4278 -1.2367 1.9971 -0.13 -0.13 -0.38 -0.252
C -2.3600 -2.8728 -1.2579 0.40 -0.09 -1.79 0.144
C 4.6004 -2.2770 -0.0278 1.73 0.26 0.94 0.653
C -2.0673 5.2933 2.8712 -1.43 -0.17 1.39 0.474
C 3.2343 -1.1440 -2.6376 0.38 1.01 0.53 0.242
N 4.0104 -1.9378 -3.3870 0.27 -0.75 -0.11 -0.071
N -3.6264 -3.1887 -0.8605 -0.63 0.03 0.18 -0.222
N -2.1361 -1.5490 -1.0313 -0.11 0.53 0.36 0.227
N 3.4303 -2.5998 -0.5842 -1.66 0.08 -1.33 -0.122
C 5.2097 -0.8980 -0.1986 -0.29 -0.18 0.00 -0.891
C 4.7657 -1.4867 -4.5551 -0.31 0.23 0.19 -0.897
C -4.7276 -2.1122 1.0500 -0.25 0.51 0.23 -0.923
C -1.5210 4.1511 3.7283 1.16 -0.26 -1.01 -0.484
C -0.3312 3.3800 3.1176 -0.09 0.11 -0.17 -0.965
C -0.6404 2.6290 1.8108 -0.18 0.04 0.49 -0.258
C -1.8276 1.6655 1.9379 0.39 0.09 -0.45 -0.562
C -1.8742 0.7246 0.7289 -0.55 -0.10 0.47 -0.861
C -3.2085 -0.0313 0.6391 0.24 -0.06 -0.14 0.047
C -4.3621 -2.0025 -0.4361 -0.03 -0.61 0.09 0.066
C -3.3568 -0.8429 -0.6577 0.47 -0.08 0.07 -0.562
C 1.6860 -0.8255 -0.5906 0.37 0.29 -0.65 -0.591
C 2.5314 -1.7955 -1.4332 0.07 -0.56 0.52 0.097
H -1.8650 6.5030 1.4808 0.02 0.05 -0.03 0.349
H 1.2212 0.3553 -2.0376 0.02 -0.11 0.05 0.284
H 4.0761 -2.9104 -3.1264 -0.02 0.12 0.00 0.285
H -4.0844 -3.9513 -1.3499 0.27 0.31 0.28 0.292
H -1.3482 -1.0884 -1.4867 -0.25 -0.26 0.31 0.132
H 3.1231 -3.5344 -0.3591 0.06 0.02 0.02 0.247
H 6.0838 -0.8248 0.4470 -0.14 -0.17 -0.06 0.317
H 5.5243 -0.7536 -1.2294 -0.08 0.18 -0.12 0.211
H 4.4983 -0.1294 0.0883 -0.04 0.21 -0.19 0.298
H 5.2799 -0.5501 -4.3279 -0.09 -0.10 -0.01 0.291
H 5.5038 -2.2380 -4.8399 -0.17 0.02 0.16 0.342
H 4.0846 -1.3165 -5.3911 0.12 0.05 -0.02 0.298
H -4.8060 -3.1564 1.3694 0.15 0.26 -0.08 0.475
H -5.6924 -1.6283 1.2291 0.08 0.00 0.09 0.339
H -1.1940 4.5862 4.6762 -0.17 0.12 -0.07 0.391
H -2.3361 3.4577 3.9521 -0.06 0.37 -0.08 0.247
H 0.0178 2.6510 3.8566 -0.01 0.09 0.00 0.408
H 0.4936 4.0774 2.9355 -0.06 -0.08 0.08 0.360
H -0.8427 3.3434 1.0069 0.05 -0.06 0.02 0.343
H 0.2531 2.0641 1.5247 -0.05 0.04 -0.04 0.070
H -2.7577 2.2403 1.9945 -0.02 -0.09 0.07 0.319
H -1.7360 1.0744 2.8553 -0.08 0.05 0.01 0.365
H -1.7400 1.3066 -0.1889 0.02 -0.04 -0.01 0.367
H -1.0462 0.0122 0.8010 -0.12 0.06 -0.17 0.208
H -4.0275 0.6944 0.6833 -0.01 -0.03 0.03 0.609
H -5.2634 -1.8626 -1.0433 0.10 -0.06 0.12 0.326
H -3.6831 -0.1922 -1.4765 0.03 0.07 0.09 0.291
H 1.1726 -1.3828 0.1947 -0.02 -0.02 -0.14 0.354
H 2.3224 -0.0717 -0.1284 0.14 0.00 0.17 0.136
H 1.8178 -2.4975 -1.8657 -0.07 -0.15 -0.01 0.401
```
Forces are in eV/Å.

Summary:
net charge: 0
max |F|: 0.0414 Eh/bohr
E_HOMO: -8.733 eV
Kohn-Sham gap: 9.274 eV
SMILES string: O=C(O)CCCCC[C@@H]1SC[C@@H]2NC(=O)N[C@@H]21.CNC(=O)[C@H](CO)NC(C)=O

Question: Which of these has the lowest E_HOMO?
Answer: number 2